A 15-piece molecular cluster, C66H159Cl12N9 overall in a non-equilibrium geometry. Source: the Open Molecules 2025 dataset; level of theory: ωB97M-V/def2-TZVPD.

Computed properties:
Charge: 0
Maximum force in eV Å⁻¹: 3.61
Frontier orbital gap in eV: 8.5036
Molar mass in g/mol: 1504.50

Geometry (Å):
C: 12.1492 -6.5909 20.7066
C: 12.9631 -7.8559 20.3522
N: 13.1176 -8.0455 18.8979
C: 13.4499 -6.8195 18.1712
C: 14.7038 -6.0664 18.6191
C: 14.0193 -9.1370 18.6917
C: 13.7647 -9.7750 17.3136
H: 12.6803 -5.6766 20.5054
H: 11.8756 -6.6196 21.7867
H: 11.1901 -6.6774 20.2293
H: 13.8963 -7.8414 20.8379
H: 12.5156 -8.7036 20.8087
H: 13.5439 -7.0309 17.1085
H: 12.6728 -6.0496 18.3013
H: 14.9333 -5.2936 17.8608
H: 14.5217 -5.6805 19.6284
H: 15.5679 -6.8266 18.7149
H: 13.6991 -9.8639 19.4782
H: 15.0841 -8.8348 18.8570
H: 14.1490 -9.1413 16.4661
H: 12.6702 -9.9243 17.1318
H: 14.2415 -10.7493 17.2533
C: 19.4743 -10.1325 25.2571
C: 19.4594 -10.5071 26.6839
N: 18.4104 -9.9763 27.5112
C: 18.5097 -8.5327 27.6977
C: 19.8394 -7.9699 28.1385
C: 18.3297 -10.6599 28.8433
C: 18.0519 -12.1896 28.6969
H: 18.5679 -10.5401 24.7971
H: 20.2613 -10.6928 24.8159
H: 19.4558 -9.0602 25.0066
H: 19.4292 -11.6234 26.7760
H: 20.4087 -10.3216 27.1853
H: 18.2355 -8.0414 26.7625
H: 17.7178 -8.2402 28.4466
H: 20.2090 -8.4513 29.0344
H: 20.6605 -8.0156 27.3904
H: 19.7682 -6.8674 28.4378
H: 17.4218 -10.2784 29.2009
H: 19.1779 -10.4964 29.5388
H: 17.3035 -12.5279 29.4662
H: 18.9808 -12.7716 28.6754
H: 17.6176 -12.3652 27.7382
C: 13.3790 -6.7682 23.8618
C: 14.0094 -7.1124 25.2815
N: 13.9674 -6.1046 26.3309
C: 14.9707 -5.1265 26.2893
C: 16.2864 -5.5973 26.9814
C: 12.6479 -5.5716 26.5405
C: 11.6503 -6.5322 27.1182
H: 13.3331 -7.6798 23.2245
H: 13.9188 -5.9548 23.3459
H: 12.3292 -6.4890 24.0501
H: 13.5360 -7.9703 25.7460
H: 15.0356 -7.3528 25.1649
H: 15.0808 -4.8437 25.2275
H: 14.6400 -4.2413 26.8411
H: 16.1375 -5.6396 28.0549
H: 16.4850 -6.5894 26.5812
H: 17.0690 -4.9002 26.7169
H: 12.2311 -5.2328 25.5855
H: 12.6425 -4.7094 27.1984
H: 11.9415 -7.0248 27.9907
H: 11.2989 -7.2615 26.3560
H: 10.7613 -6.0236 27.2668
C: 19.0082 -5.8236 24.1713
C: 19.6129 -5.7926 22.8344
N: 19.6238 -4.4720 22.2714
C: 18.2640 -3.9130 22.0914
C: 17.2575 -4.6502 21.1143
C: 20.2675 -4.4091 21.0180
C: 21.7679 -4.4492 21.0858
H: 17.9389 -5.6564 24.3244
H: 19.5914 -5.0593 24.7444
H: 19.1141 -6.8630 24.5988
H: 20.6321 -6.0901 22.8187
H: 19.0588 -6.5299 22.1327
H: 17.7691 -3.9386 23.0589
H: 18.3481 -2.8522 21.8703
H: 17.8165 -4.9808 20.2405
H: 16.7815 -5.4969 21.6652
H: 16.5194 -3.8877 20.7766
H: 20.0132 -3.4682 20.4511
H: 19.8451 -5.2668 20.4133
H: 22.2960 -4.4672 20.1114
H: 22.1765 -5.3539 21.4954
H: 22.0996 -3.6024 21.6516
C: 11.6028 -11.9770 23.6466
C: 10.3330 -11.2179 23.6324
N: 9.9666 -10.5716 22.3864
C: 8.9890 -9.5436 22.7310
C: 9.6905 -8.2763 23.2476
C: 9.4090 -11.5082 21.4824
C: 9.4556 -11.1492 20.0415
H: 11.7032 -12.4434 24.6723
H: 12.5213 -11.3272 23.4903
H: 11.8061 -12.7872 22.8995
H: 9.5077 -11.8039 23.9668
H: 10.4865 -10.4215 24.3318
H: 8.4070 -9.2602 21.8414
H: 8.2807 -9.8530 23.4941
H: 9.9802 -8.2330 24.3126
H: 10.5650 -8.0261 22.6518
H: 9.0549 -7.3606 23.1603
H: 8.3796 -11.7700 21.8133
H: 9.8862 -12.4727 21.5790
H: 9.0432 -11.9483 19.3930
H: 10.5118 -11.0309 19.8123
H: 8.7592 -10.3338 19.7897
C: 20.8529 -3.8331 29.0454
C: 19.7817 -3.1656 29.8674
N: 19.0362 -4.0169 30.6704
C: 17.9770 -4.6515 29.9370
C: 17.5455 -6.0212 30.5899
C: 18.7227 -3.4804 31.9833
C: 17.6790 -2.2844 32.0370
H: 20.4282 -4.6486 28.4565
H: 21.5672 -4.2439 29.7268
H: 21.4590 -3.0905 28.4382
H: 20.2156 -2.3883 30.5445
H: 19.2667 -2.6012 29.0876
H: 17.1214 -3.9605 29.7098
H: 18.4662 -4.9004 29.0307
H: 16.6321 -6.4069 30.0903
H: 18.3375 -6.7545 30.6075
H: 17.2668 -5.8031 31.6471
H: 19.6316 -3.2457 32.6247
H: 18.3124 -4.3994 32.5009
H: 17.6068 -1.7566 32.9872
H: 16.7003 -2.6106 31.6410
H: 18.0165 -1.4919 31.4011
C: 16.0750 -1.5383 28.4747
C: 16.5217 -0.0850 28.4364
N: 15.4640 0.7004 27.7686
C: 16.0831 1.9172 27.2287
C: 17.0673 1.5504 26.1098
C: 14.2924 0.9775 28.5750
C: 13.1006 1.3877 27.8147
H: 15.9356 -1.9074 27.4435
H: 15.1343 -1.6538 29.0519
H: 16.8610 -2.0904 29.0009
H: 16.7854 0.3738 29.3661
H: 17.4022 -0.1229 27.7542
H: 15.3116 2.4784 26.7022
H: 16.5299 2.6026 27.9614
H: 18.0596 1.2327 26.4017
H: 16.7256 0.7395 25.4146
H: 17.2510 2.4265 25.4327
H: 14.5164 1.7900 29.3768
H: 14.0149 0.0483 29.1727
H: 13.3226 2.4016 27.4960
H: 12.1659 1.4303 28.3767
H: 12.9999 0.7459 26.9423
C: 9.5789 -5.1190 31.3268
C: 11.0750 -5.3623 31.6240
N: 11.6960 -6.5207 30.9900
C: 11.1944 -7.7915 31.4964
C: 11.2614 -8.9697 30.4231
C: 13.1719 -6.4373 31.0564
C: 13.7593 -5.3382 30.1901
H: 8.9518 -5.9783 31.6395
H: 9.3716 -4.9493 30.2152
H: 9.2308 -4.3307 31.8910
H: 11.5937 -4.4469 31.2682
H: 11.1246 -5.4230 32.7085
H: 11.7414 -8.1286 32.3845
H: 10.1639 -7.6191 31.7565
H: 11.7186 -9.8239 30.9551
H: 10.2817 -9.2840 30.1012
H: 11.8299 -8.6911 29.5192
H: 13.4997 -7.4748 30.7695
H: 13.5283 -6.2540 32.0916
H: 14.8463 -5.3269 30.2048
H: 13.3535 -4.3883 30.5525
H: 13.4766 -5.4040 29.1148
C: 8.2739 -6.8858 27.9270
C: 8.4592 -8.0553 26.9677
N: 7.8674 -9.2373 27.6005
C: 8.3884 -10.5226 26.9394
C: 9.8396 -10.6939 27.2091
C: 6.4470 -9.3343 27.8305
C: 5.5684 -9.3347 26.5655
H: 7.2599 -6.8461 28.2697
H: 8.5148 -5.9593 27.4344
H: 8.9065 -7.0680 28.7763
H: 8.0661 -7.9540 25.9196
H: 9.5514 -8.1031 26.8946
H: 7.7619 -11.3276 27.2904
H: 8.1984 -10.4852 25.8217
H: 10.4321 -10.0810 26.5239
H: 10.1267 -10.6187 28.2243
H: 10.0468 -11.7236 26.8607
H: 6.1666 -8.5039 28.5050
H: 6.2047 -10.2310 28.3430
H: 5.9039 -9.9456 25.7481
H: 5.7507 -8.3633 26.0884
H: 4.5186 -9.3991 26.6903
Cl: 13.4379 -1.8308 26.0814
C: 14.1710 -1.0282 24.6028
C: 15.0820 -2.0410 23.9871
Cl: 16.0119 -1.1832 22.7852
H: 14.7034 -0.1771 24.9267
H: 13.3844 -0.7748 23.9271
H: 14.5032 -2.8883 23.5272
H: 15.8142 -2.5096 24.7271
Cl: 13.7039 -10.7702 26.9659
C: 15.0645 -9.7777 27.5390
C: 14.8083 -9.1794 28.9109
Cl: 14.7610 -10.5223 30.1852
H: 15.1722 -9.0055 26.8215
H: 15.9154 -10.4481 27.5739
H: 13.8647 -8.6073 28.9756
H: 15.5989 -8.5987 29.2163
Cl: 16.3697 -11.5984 23.1537
C: 16.0131 -9.9672 22.5109
C: 17.2818 -9.4144 21.8609
Cl: 17.7517 -10.2538 20.3257
H: 15.6699 -9.3767 23.3496
H: 15.2184 -9.9616 21.8122
H: 18.2680 -9.2812 22.3899
H: 16.9889 -8.3808 21.6047
Cl: 21.4107 -0.6967 26.6995
C: 21.0792 -1.8618 25.3705
C: 19.7525 -1.8092 24.7131
Cl: 18.3509 -2.3868 25.7046
H: 21.2438 -2.8135 25.8584
H: 21.8655 -1.8572 24.5998
H: 19.7574 -2.4591 23.8647
H: 19.6218 -0.7454 24.4219
Cl: 11.7002 -1.6058 30.6145
C: 11.0538 -2.3457 29.0731
C: 10.1206 -1.4392 28.2707
Cl: 9.4358 -2.4592 26.9878
H: 10.4277 -3.2361 29.2904
H: 11.9231 -2.6372 28.4323
H: 10.7189 -0.7016 27.7996
H: 9.3703 -1.0187 28.9267
Cl: 8.7225 -4.5244 22.5306
C: 9.5044 -3.7783 23.9721
C: 10.5827 -2.8583 23.6366
Cl: 11.8433 -3.4887 22.5979
H: 9.8735 -4.5609 24.6422
H: 8.6377 -3.3762 24.4897
H: 11.0074 -2.5968 24.6547
H: 10.3204 -1.8887 23.2160

Forces on atoms 1 to 6 (eV/Å):
-0.06 -1.56 1.35
-1.06 1.80 -1.01
-0.63 0.99 0.90
0.05 0.73 0.26
1.27 -1.74 0.15
-0.45 -0.88 -0.34

Here are the Löwdin charges for atoms 1 to 6, given in e:
1. C -0.09
2. C -0.25
3. N -0.19
4. C -0.26
5. C -0.09
6. C -0.29